# 1
24
Properties=species:S:1:pos:R:3:forces:R:3 method="wB97M-V/def2-TZVPD" e_above_lowest_kcal_mol=88.1 smiles="CCN1NN=N[C@H]1C(C)C" orbital_gap_ha=0.359
C -2.110 -1.387 -0.649 -0.549 -1.716 -0.600
C -2.166 0.071 -0.548 -2.401 1.949 -0.317
N -1.179 0.485 0.435 0.695 0.900 -0.037
N -1.368 1.900 0.610 0.038 -2.779 -0.112
N -0.548 2.585 -0.132 -0.974 3.735 1.440
N 0.361 1.951 -0.608 0.672 -2.004 -1.840
C 0.145 0.508 -0.262 1.746 1.149 4.215
C 1.443 0.081 0.625 0.230 -0.197 -2.510
C 1.489 -1.405 1.003 -2.478 -1.075 -1.112
C 2.696 0.490 -0.279 -3.833 -1.510 -1.797
H -2.277 -1.783 0.382 -0.369 0.100 -0.878
H -2.900 -1.730 -1.411 1.494 -0.010 1.191
H -1.076 -1.690 -0.847 -0.402 -0.443 -0.651
H -2.067 0.739 -1.448 0.268 -1.111 0.062
H -3.257 0.302 -0.277 1.574 0.088 0.476
H -2.048 2.150 1.274 -0.492 1.207 0.403
H 0.086 -0.082 -1.107 0.209 -1.165 -1.832
H 1.619 0.679 1.488 -0.829 0.593 0.949
H 0.877 -2.165 0.314 1.506 1.851 0.890
H 1.028 -1.622 1.962 0.031 0.275 0.309
H 2.502 -1.707 1.045 1.025 -0.600 0.008
H 2.613 -0.232 -1.168 0.387 1.348 0.742
H 3.617 0.332 0.151 1.953 -0.322 1.321
H 2.521 1.530 -0.554 0.498 -0.264 -0.320

# 2
12
Properties=species:S:1:pos:R:3:forces:R:3 method="wB97M-V/def2-TZVPD" e_above_lowest_kcal_mol=0.0 total_charge=-1 orbital_gap_ha=0.248
O 1.240 -2.077 0.454 0.622 0.086 -0.176
C 0.851 -1.907 1.681 -0.101 0.491 -0.426
C 0.125 -0.872 2.194 0.172 0.131 0.068
H 1.220 -2.658 2.412 -0.542 -0.325 -0.328
H 0.136 0.108 1.704 -0.595 -0.494 -0.178
H -0.452 -1.012 3.110 0.618 0.240 0.085
Ag 1.142 -0.805 -1.484 -0.938 1.541 0.803
C 0.072 1.498 -2.168 -0.476 -0.746 -0.167
C -1.207 1.748 -1.797 0.469 -0.449 0.423
H 0.409 2.254 -2.909 0.216 -0.469 0.230
H -1.715 1.131 -1.039 0.158 0.153 -0.401
H -1.821 2.592 -2.160 0.396 -0.160 0.066